(1)
Computed, not measured: a 2-piece molecular cluster, C35H37N2O3P overall at a distorted geometry, with ωB97M-V with the def2-TZVPD basis set.

## Properties
HOMO-LUMO gap (eV): 5.03
Calculated total energy (eV): -55306.3077
Total charge: 0
Highest occupied orbital energy (eV): -6.39
LUMO energy (eV): -1.4

XYZ file:
```
78
C35H37N2O3P ωB97M-V with the def2-TZVPD basis set
C -2.756 -2.612 6.005
C -1.621 -2.087 5.169
O -1.965 -2.260 3.785
C -0.998 -1.789 2.930
C -1.104 -2.451 1.666
P 0.094 -2.153 0.446
C 1.725 -2.351 1.230
C 1.929 -3.216 2.310
C 3.210 -3.353 2.861
C 4.278 -2.609 2.349
C 4.068 -1.737 1.273
C 2.794 -1.609 0.711
C 0.052 -3.602 -0.678
C 0.422 -4.890 -0.273
C 0.413 -5.951 -1.191
C 0.023 -5.730 -2.515
C -0.361 -4.444 -2.921
C -0.335 -3.388 -2.009
O -0.040 -0.878 -0.333
O -0.181 -0.934 3.274
H -2.464 -2.591 7.058
H -3.645 -1.987 5.882
H -3.013 -3.647 5.746
H -1.454 -1.019 5.364
H -0.707 -2.660 5.383
H -1.935 -3.121 1.506
H 1.100 -3.787 2.731
H 3.359 -4.037 3.698
H 5.271 -2.702 2.794
H 4.895 -1.149 0.872
H 2.621 -0.929 -0.123
H 0.722 -5.075 0.760
H 0.712 -6.948 -0.864
H 0.019 -6.554 -3.234
H -0.673 -4.258 -3.950
H -0.615 -2.379 -2.323
C -4.504 -4.382 -5.246
N -3.956 -3.210 -4.611
C -3.118 -2.292 -5.356
C -2.728 -1.212 -4.322
C -3.331 -1.685 -3.046
C -4.096 -2.847 -3.312
C -4.855 -3.467 -2.304
C -4.819 -2.919 -1.037
C -3.888 -1.886 -0.686
C -3.659 -1.428 0.633
C -4.456 -1.697 1.780
C -4.666 -0.648 2.724
C -5.447 -0.864 3.833
C -6.039 -2.132 4.047
N -6.671 -2.152 5.251
C -7.267 -3.303 5.882
C -6.509 -0.908 5.982
C -5.751 0.011 4.998
C -5.861 -3.186 3.136
C -5.051 -2.972 2.039
C -3.181 -1.245 -1.754
H -5.068 -4.980 -4.521
H -5.170 -4.094 -6.075
H -3.699 -5.006 -5.669
H -2.238 -2.816 -5.762
H -3.678 -1.872 -6.206
H -1.639 -1.091 -4.249
H -3.150 -0.248 -4.636
H -5.470 -4.332 -2.550
H -5.529 -3.277 -0.295
H -2.889 -0.663 0.744
H -4.225 0.330 2.544
H -7.471 -4.081 5.137
H -6.607 -3.728 6.658
H -8.207 -3.008 6.371
H -7.487 -0.496 6.271
H -5.933 -1.084 6.906
H -4.833 0.407 5.454
H -6.381 0.866 4.723
H -6.332 -4.149 3.331
H -4.845 -3.802 1.362
H -2.520 -0.412 -1.527
```



(2)
Computed, not measured: C35H38AsMgN2O2S3Sb2 as an isolated structure, with ωB97M-V with the def2-TZVPD basis set.

## Properties
Multiplicity: 2
HOMO-LUMO gap (alpha / beta) (eV): 3.08 / 5.46
Relative energy (zero: lowest compared OMol25 entry of this formula, charge and spin) (kcal per mole): 44.1
Calculated total energy (eV): -155850.7260
Total charge: -2
Highest occupied orbital energy (alpha / beta) (eV): 1.07 / -1.31
LUMO energy (alpha / beta) (eV): 4.2 / 4.2

XYZ file:
```
84
C35H38AsMgN2O2S3Sb2 ωB97M-V with the def2-TZVPD basis set
Mg -0.049 0.848 -1.091
C -1.454 0.291 4.234
Sb 0.274 -0.075 2.974
C 0.308 -2.159 3.578
C 1.606 0.543 4.637
C 1.388 1.989 4.913
C 0.499 2.357 5.927
C 0.179 3.677 6.201
C 0.792 4.682 5.466
C 1.703 4.341 4.483
C 2.005 3.009 4.156
C 2.951 2.777 3.043
Sb 2.291 3.452 0.884
C 3.424 1.773 0.145
C -0.710 3.075 0.769
H -1.305 -0.214 5.191
H -2.340 -0.100 3.739
H -1.567 1.361 4.396
H 0.526 -2.251 4.642
H 1.035 -2.719 2.992
H -0.688 -2.549 3.367
H 2.637 0.319 4.357
H 1.337 -0.069 5.500
H 0.044 1.570 6.518
H -0.544 3.915 6.971
H 0.569 5.723 5.667
H 2.195 5.123 3.913
H 3.340 1.764 2.963
H 3.782 3.484 3.109
H 4.426 1.783 0.581
H 3.502 1.821 -0.938
H 2.897 0.866 0.439
H -0.856 4.151 0.622
H -0.637 2.882 1.842
H -1.601 2.559 0.385
O 1.355 -0.420 -1.109
N 2.189 -0.285 -2.184
C 3.486 -0.766 -2.047
C 4.366 -0.704 -3.090
C 3.967 -0.172 -4.325
C 2.614 0.266 -4.450
C 1.728 0.199 -3.400
S 0.058 0.669 -3.542
H 3.710 -1.183 -1.078
H 5.372 -1.080 -2.942
H 4.651 -0.125 -5.163
H 2.240 0.651 -5.388
S -1.895 -0.444 0.028
C -2.575 -1.924 -0.648
C -3.931 -1.873 -1.013
C -4.601 -2.979 -1.498
C -3.932 -4.189 -1.634
C -2.601 -4.260 -1.263
C -1.907 -3.156 -0.760
As -0.020 -3.386 -0.270
C -0.231 -5.277 0.333
C 0.474 -6.362 -0.186
C 0.479 -7.595 0.455
C -0.227 -7.778 1.634
C -0.948 -6.712 2.160
C -0.937 -5.483 1.522
C 0.686 -3.728 -2.066
C -0.007 -3.401 -3.225
C 0.580 -3.568 -4.473
C 1.871 -4.059 -4.580
C 2.580 -4.379 -3.431
C 1.995 -4.199 -2.188
H -4.443 -0.925 -0.909
H -5.648 -2.900 -1.768
H -4.445 -5.066 -2.012
H -2.074 -5.202 -1.358
H 1.009 -6.250 -1.120
H 1.041 -8.418 0.027
H -0.224 -8.739 2.135
H -1.519 -6.841 3.072
H -1.499 -4.655 1.943
H -1.003 -2.984 -3.164
H 0.029 -3.286 -5.362
H 2.333 -4.163 -5.555
H 3.598 -4.742 -3.506
H 2.573 -4.402 -1.294
O 0.396 4.988 -1.092
S 0.795 3.547 -1.416
N 0.513 2.613 0.086
```



(3)
Computed, not measured: a 2-piece molecular cluster, C35H38BF3O3 overall at a distorted geometry, with ωB97M-V with the def2-TZVPD basis set.

## Properties
HOMO-LUMO gap (eV): 3.18
Relative energy (zero: lowest compared OMol25 entry of this formula, charge and spin) (kcal per mole): 0.0
Calculated total energy (eV): -51882.6009
Total charge: 0
Highest occupied orbital energy (eV): -6.71
LUMO energy (eV): -3.5

XYZ file:
```
80
C35H38BF3O3 ωB97M-V with the def2-TZVPD basis set
C 0.979 -3.319 -1.238
C -0.073 -2.313 -1.713
C -0.163 -2.337 -3.242
C -1.505 -2.543 -1.054
C -2.359 -3.570 -1.804
C -1.374 -2.958 0.414
O -2.134 -1.259 -1.109
B -1.006 -0.262 -1.175
C -1.199 0.691 -2.455
C -2.424 0.771 -3.072
C -2.591 1.593 -4.166
C -1.532 2.339 -4.637
C -1.728 3.252 -5.835
F -0.563 3.870 -6.120
F -2.126 2.502 -6.884
F -2.676 4.162 -5.526
C -0.303 2.249 -4.018
C -0.135 1.419 -2.932
C -1.007 0.617 0.209
C -2.348 1.283 0.402
C 0.165 1.564 0.304
O 0.300 -0.993 -1.304
H 0.691 -4.337 -1.491
H 1.938 -3.109 -1.707
H 1.125 -3.257 -0.162
H -0.403 -3.333 -3.610
H -0.926 -1.644 -3.590
H 0.786 -2.033 -3.680
H -1.878 -4.546 -1.820
H -3.328 -3.678 -1.319
H -2.546 -3.256 -2.829
H -0.961 -3.961 0.507
H -0.725 -2.271 0.949
H -2.348 -2.945 0.900
H -3.241 0.178 -2.698
H -3.542 1.658 -4.666
H 0.519 2.829 -4.398
H 0.827 1.323 -2.460
H -0.883 -0.204 0.923
H -3.161 0.557 0.363
H -2.396 1.798 1.362
H -2.530 2.020 -0.380
H 1.110 1.043 0.147
H 0.091 2.352 -0.445
H 0.201 2.045 1.281
C 4.202 2.560 -2.186
C 3.785 3.129 -0.997
C 3.897 2.431 0.183
C 4.446 1.148 0.200
O 4.562 0.414 1.410
C 3.385 0.041 2.103
C 2.831 -1.227 1.868
C 1.673 -1.610 2.471
C 0.979 -0.740 3.347
C -0.214 -1.206 3.925
C -1.180 -0.550 4.738
C -2.065 -1.366 5.469
C -3.061 -0.823 6.238
C -3.226 0.550 6.287
C -2.365 1.378 5.585
C -1.354 0.847 4.820
C 1.588 0.504 3.645
C 2.750 0.881 3.036
C 4.866 0.588 -1.009
C 4.740 1.287 -2.186
H 4.112 3.109 -3.110
H 3.378 4.127 -0.995
H 3.596 2.879 1.113
H 3.357 -1.900 1.216
H 1.272 -2.593 2.291
H -0.423 -2.246 3.741
H -1.932 -2.435 5.431
H -3.719 -1.470 6.795
H -4.026 0.973 6.873
H -2.499 2.446 5.634
H -0.731 1.506 4.242
H 1.169 1.128 4.413
H 3.228 1.808 3.300
H 5.294 -0.400 -0.999
H 5.065 0.843 -3.113
```



> calculated total energy of number 2 (C35H38AsMgN2O2S3Sb2)?

-155850.7260 eV